No. 1
Here is a structure of composition C29H41N4O6RuS from OMol25. Energies are from ωB97M-V/def2-TZVPD.

HOMO level (spin up / spin down) = -13.1 / -13.1 eV
2S+1 = 6
molar mass = 674.81 g/mol
<S²> = 8.759
orbital gap (spin up / spin down) = 0.296 / 0.204 Ha
electronic energy = -2292.6992 Eh
charge = +2

Structure (XYZ):
```
82
Properties=species:S:1:pos:R:3:forces:R:3:mulliken_charge:R:1
Ru -0.003 -0.861 1.636 -0.19 0.03 -0.04 0.22
C 1.927 0.207 4.863 -0.04 -0.02 -0.03 -1.79
C 0.954 0.628 3.805 -0.01 0.01 0.03 1.02
C 1.390 1.385 2.717 0.04 -0.01 -0.02 -0.70
C 0.488 1.954 1.809 -0.03 0.08 -0.01 1.36
C 0.972 2.858 0.724 0.00 -0.11 0.15 -1.95
C -0.880 1.692 1.978 -0.05 0.11 0.13 -0.34
C -1.358 0.935 3.052 0.02 0.10 0.07 0.56
C -2.826 0.844 3.333 0.03 -0.06 -0.01 -1.74
C -0.420 0.345 3.918 0.01 0.16 0.08 -0.93
H 2.178 1.082 5.468 0.00 -0.01 0.01 0.42
H 2.854 -0.167 4.433 0.01 0.00 -0.02 0.38
H 1.508 -0.539 5.538 0.00 0.00 0.00 0.40
H 2.450 1.569 2.590 -0.01 0.02 0.02 0.50
H 1.151 3.849 1.150 -0.01 0.01 -0.01 0.55
H 0.248 2.956 -0.082 -0.01 -0.02 0.00 0.42
H 1.916 2.524 0.297 -0.08 0.03 0.11 0.35
H -1.585 2.133 1.285 0.00 -0.04 -0.03 0.41
H -3.408 0.801 2.416 0.00 0.03 0.00 0.33
H -3.126 1.741 3.879 -0.01 -0.01 0.01 0.38
H -3.070 -0.018 3.954 0.00 -0.01 -0.01 0.44
H -0.780 -0.210 4.778 0.01 -0.05 -0.02 0.53
O 1.341 -2.069 3.088 0.08 -0.22 -0.16 -0.06
C 2.377 -3.016 2.672 -0.07 0.06 0.11 -0.60
C 1.862 -4.434 2.771 0.00 -0.02 0.02 -0.87
C 0.478 -4.561 2.135 0.02 0.01 -0.04 -1.31
C 0.438 -4.118 0.697 -0.22 0.15 0.03 0.64
C 0.983 -4.921 -0.296 -0.04 -0.09 0.01 -0.68
C 0.833 -4.571 -1.623 0.03 -0.04 -0.08 -0.55
C 0.101 -3.434 -1.937 -0.01 -0.05 -0.03 -1.02
C -0.390 -2.669 -0.905 -0.03 0.01 0.26 -0.50
N -0.196 -2.966 0.399 0.31 -0.20 -0.29 0.94
H 1.025 -2.319 3.966 0.03 0.08 0.01 0.25
H 3.253 -2.855 3.299 0.01 0.02 0.03 0.47
H 2.621 -2.728 1.656 -0.01 -0.01 -0.03 0.21
H 1.812 -4.758 3.813 0.00 0.00 0.01 0.38
H 2.582 -5.090 2.278 -0.02 -0.02 0.00 0.51
H -0.242 -3.964 2.698 -0.04 -0.01 0.02 0.18
H 0.134 -5.594 2.193 0.06 -0.02 -0.01 0.60
H 1.489 -5.837 -0.020 0.00 0.02 0.00 0.56
H 1.250 -5.193 -2.404 0.00 0.00 0.01 0.49
H -0.091 -3.148 -2.962 0.00 0.00 0.02 0.51
H -0.949 -1.766 -1.106 0.01 0.03 0.00 0.58
C -2.250 6.019 -5.001 0.06 -0.05 0.03 -1.45
C -1.084 5.203 -4.509 -0.13 0.12 -0.03 0.85
C -0.467 5.503 -3.297 0.03 0.03 0.09 -0.82
C 0.634 4.788 -2.856 -0.06 -0.03 -0.05 -0.43
C 1.130 3.755 -3.644 -0.10 0.15 0.04 0.14
C 0.534 3.437 -4.857 0.02 0.07 -0.02 -0.33
C -0.573 4.159 -5.273 0.06 -0.11 -0.08 -0.79
S 2.607 2.967 -3.121 0.17 0.38 -0.07 1.28
O 2.586 2.984 -1.675 0.11 0.09 -0.15 -0.64
O 3.746 3.476 -3.817 -0.05 0.00 0.03 -0.73
N 2.420 1.436 -3.653 -0.07 -0.43 0.01 -0.35
C 1.623 0.521 -2.847 0.02 -0.01 -0.05 -1.05
C 2.344 0.049 -1.583 0.16 -0.05 -0.04 -0.61
C 1.475 -0.271 -0.424 -0.11 0.06 0.21 1.49
O 1.931 -0.938 0.555 0.16 -0.01 0.08 -0.65
O 0.273 0.130 -0.324 0.03 -0.04 -0.31 -0.54
H -2.834 6.420 -4.175 0.01 -0.01 0.01 0.37
H -2.908 5.430 -5.639 0.01 -0.01 0.00 0.38
H -1.893 6.865 -5.591 0.01 0.00 0.00 0.30
H -0.849 6.319 -2.694 0.01 -0.02 0.00 0.39
H 1.115 5.034 -1.919 0.01 0.00 -0.01 0.49
H 0.941 2.647 -5.473 -0.01 -0.02 0.00 0.49
H -1.040 3.917 -6.221 0.01 -0.01 0.02 0.39
H 3.288 1.085 -4.038 -0.03 0.00 -0.06 0.31
H 1.358 -0.329 -3.477 -0.04 0.01 0.00 0.40
H 0.692 1.025 -2.584 0.03 0.04 0.01 0.39
H 2.992 0.860 -1.235 0.00 -0.09 0.03 0.41
H 2.984 -0.817 -1.757 0.04 0.03 -0.05 0.57
C -4.356 -3.770 0.815 0.06 -0.04 -0.01 -1.19
N -3.201 -2.926 1.096 0.01 0.02 0.12 -0.08
C -3.093 -1.643 0.754 0.03 0.12 0.03 0.26
N -4.095 -1.072 0.076 -0.02 0.04 -0.07 -0.31
O -2.090 -0.931 1.068 -0.21 -0.19 0.02 -0.20
H -4.170 -4.753 1.239 -0.01 0.00 0.00 0.36
H -4.508 -3.891 -0.259 0.01 0.01 0.00 0.38
H -5.259 -3.371 1.275 0.01 0.03 0.01 0.38
H -2.398 -3.315 1.559 -0.01 -0.04 -0.03 0.13
H -4.907 -1.582 -0.225 0.00 0.00 0.00 0.19
H -3.990 -0.116 -0.218 0.00 -0.01 0.01 0.23
```
Positions in Å, forces in eV/Å.

---

No. 2
Here is a structure of composition C29H42AsF14O8S5 at a distorted geometry from OMol25. Energies are from ωB97M-V/def2-TZVPD.

HOMO level = -7.3 eV
2S+1 = 1
molar mass = 1019.88 g/mol
ΔE to the lowest compared entry with this formula, charge and spin = 0.0 kcal/mol
orbital gap = 0.257 Ha
electronic energy = -7356.9149 Eh
charge = -1

Structure (XYZ):
```
99
Properties=species:S:1:pos:R:3:forces:R:3:mulliken_charge:R:1
As -0.033 -1.843 1.510 1.00 -0.34 -1.73 2.05
F -0.555 -0.192 0.969 0.61 -1.82 0.58 -0.51
F 1.633 -1.714 0.824 -1.20 0.92 0.43 -0.52
F 0.542 -3.492 1.865 -0.89 0.88 0.80 -0.49
F -1.652 -2.196 2.161 1.40 0.44 -0.28 -0.49
F -0.508 -2.517 -0.106 -0.06 0.89 1.38 -0.53
F 0.575 -1.100 3.028 -0.82 -0.99 -1.17 -0.51
C -5.248 -3.289 6.977 -1.60 0.36 0.62 -0.74
C -4.815 -1.987 7.646 1.41 2.34 0.17 0.94
C -4.591 -0.752 6.757 0.75 -0.91 -3.49 0.05
F -5.757 -0.614 6.052 -0.08 0.55 0.28 -0.23
F -4.217 0.442 7.232 -0.71 -0.09 1.60 -0.26
F -5.565 -1.487 8.616 -2.29 -0.42 1.34 -0.30
F -3.653 -2.212 8.289 1.39 -0.94 -0.10 -0.33
O -6.477 -3.192 6.247 -2.64 0.14 1.31 -0.36
C -7.772 -3.182 7.037 4.09 -0.66 -0.05 0.93
C -8.854 -3.549 6.024 -0.54 0.83 -1.92 0.22
F -8.959 -4.830 5.639 0.54 -1.17 1.22 -0.26
F -10.031 -3.172 6.529 -0.67 0.16 0.54 -0.25
F -7.673 -4.171 8.018 -0.42 1.71 -1.01 -0.29
F -7.948 -1.949 7.623 -0.16 -2.26 -0.93 -0.25
H -5.437 -3.998 7.783 0.63 -0.15 0.08 0.37
H -4.469 -3.625 6.293 -0.16 0.03 0.05 0.39
H -3.804 -0.927 6.024 0.03 -0.70 -0.19 0.26
H -8.720 -3.111 5.035 0.45 1.20 0.44 0.11
C 3.692 1.667 5.961 0.40 -0.51 0.70 -0.91
S 4.557 2.573 4.620 0.58 0.50 -0.33 0.50
O 5.558 3.600 5.156 -1.31 -1.80 -0.19 -0.62
C 5.562 1.165 3.934 -0.47 0.39 0.20 -0.86
H 3.087 0.816 5.649 0.16 0.09 -0.88 0.34
H 2.984 2.270 6.531 0.35 0.59 -0.27 0.31
H 4.409 1.236 6.660 0.26 0.25 0.07 0.31
H 6.239 0.818 4.714 0.12 0.08 -0.18 0.29
H 6.066 1.550 3.047 0.31 0.34 0.39 0.29
H 4.967 0.346 3.531 -0.46 0.05 0.46 0.34
C 5.679 -6.400 2.885 0.74 0.99 0.95 -0.88
S 4.628 -6.332 4.391 0.69 -0.95 2.12 0.50
O 5.426 -7.014 5.545 -1.20 1.50 -2.24 -0.63
C 4.580 -4.480 4.666 1.45 -0.58 -0.67 -0.85
H 6.642 -5.986 3.183 0.10 0.20 0.07 0.29
H 5.266 -5.743 2.120 -0.19 -0.41 -0.13 0.34
H 5.922 -7.417 2.576 -0.77 -0.01 0.05 0.31
H 3.890 -4.113 5.427 -0.44 -0.59 -0.45 0.32
H 4.466 -4.082 3.658 -0.71 0.25 0.17 0.29
H 5.560 -4.119 4.978 0.29 -0.39 0.11 0.32
C -0.061 -6.611 -2.397 -0.59 -0.20 0.50 -0.84
S -1.185 -6.966 -3.789 -1.09 0.16 -0.30 0.48
O -2.560 -7.355 -3.250 1.81 0.83 -0.51 -0.61
C -1.278 -5.253 -4.538 0.06 0.56 0.63 -0.86
H 0.167 -7.582 -1.956 0.26 -0.16 -0.39 0.30
H -0.543 -6.099 -1.565 -0.23 0.52 -0.36 0.31
H 0.842 -6.092 -2.720 -0.13 -0.11 -0.09 0.33
H -1.410 -5.141 -5.615 -0.22 -1.01 -0.05 0.32
H -0.372 -4.677 -4.352 0.21 -0.30 0.38 0.28
H -2.089 -4.695 -4.071 -0.09 -0.26 0.24 0.30
C -6.744 -2.523 1.446 -0.80 0.74 -0.96 -0.83
S -7.127 -1.470 -0.058 -1.88 1.70 0.53 0.43
O -8.574 -0.847 0.127 3.39 -1.51 -0.07 -0.63
C -5.916 -0.109 0.308 -0.15 -1.28 0.50 -0.76
H -7.486 -3.301 1.266 0.18 -0.21 0.44 0.31
H -6.965 -1.966 2.357 -0.02 0.03 -0.09 0.22
H -5.727 -2.914 1.449 -0.08 0.11 -0.25 0.41
H -6.326 0.293 1.235 0.17 0.58 -0.25 0.27
H -5.686 0.586 -0.499 -0.77 -0.03 0.05 0.31
H -4.972 -0.606 0.534 0.05 -0.12 0.11 0.28
C 1.391 7.221 -3.413 -1.02 0.43 0.33 -0.86
S 0.337 7.160 -1.896 -1.94 -1.33 -0.29 0.46
O -1.158 6.988 -2.327 3.29 0.25 0.56 -0.62
C 0.894 5.501 -1.177 -0.55 -0.20 0.60 -0.86
H 2.444 7.064 -3.182 -0.19 -0.46 -0.04 0.35
H 1.291 8.240 -3.785 -0.07 0.08 0.13 0.34
H 0.900 6.586 -4.151 0.49 -0.39 0.07 0.27
H 0.042 4.828 -1.078 -0.42 0.23 -0.83 0.32
H 1.115 5.585 -0.113 0.40 0.82 -0.01 0.34
H 1.710 4.923 -1.610 0.02 0.53 -0.55 0.27
C 2.089 2.081 -4.635 0.90 -0.30 -1.62 -0.78
C 3.443 2.129 -4.350 0.98 1.33 -0.30 -0.53
C 4.244 2.894 -5.177 0.52 1.27 -0.90 -0.51
C 3.795 3.606 -6.305 1.09 -0.04 0.79 0.45
C 2.504 3.399 -6.745 -1.05 -1.41 1.46 0.55
C 1.683 2.609 -5.896 -0.57 0.05 1.43 -0.61
C 2.038 3.982 -8.000 -1.79 0.49 -1.09 0.37
O 0.979 3.660 -8.577 2.50 0.72 1.24 -0.63
C 2.919 5.118 -8.505 -0.74 0.26 -0.25 0.17
C 2.401 5.911 -9.531 -0.15 -1.39 0.81 -0.77
C 3.193 6.870 -10.072 0.67 1.05 -0.23 -0.43
C 4.400 7.250 -9.458 -1.09 -0.25 -1.89 -0.54
C 4.907 6.480 -8.440 1.31 3.07 -1.13 -0.47
C 4.190 5.454 -7.985 -1.53 -2.53 1.26 0.53
C 4.744 4.623 -6.913 3.07 -1.99 1.09 0.45
O 5.965 4.627 -6.567 -3.70 0.51 -1.01 -0.68
H 1.480 1.485 -3.972 -0.63 0.30 -0.22 0.52
H 3.979 1.818 -3.466 -0.66 -0.67 0.28 0.40
H 5.279 3.124 -4.972 0.15 -0.37 0.43 0.48
H 0.616 2.505 -6.029 -0.03 0.07 -0.86 0.40
H 1.396 5.753 -9.894 0.06 -0.36 -0.13 0.44
H 2.834 7.273 -11.007 0.18 0.76 0.09 0.39
H 4.908 8.080 -9.926 0.41 0.01 0.30 0.37
H 5.864 6.808 -8.061 0.06 -0.57 0.49 0.44
```
Positions in Å, forces in eV/Å.

---

No. 3
Here is a structure of composition C29H42Cl3CuN4O3S2SbSi3 at a distorted geometry from OMol25. Energies are from ωB97M-V/def2-TZVPD.

HOMO level = -4.5 eV
2S+1 = 1
molar mass = 934.74 g/mol
ΔE to the lowest compared entry with this formula, charge and spin = 53.1 kcal/mol
orbital gap = 0.252 Ha
electronic energy = -6501.3327 Eh
charge = -1

Structure (XYZ):
```
88
Properties=species:S:1:pos:R:3:forces:R:3:mulliken_charge:R:1
Cu -1.110 -1.422 0.847 0.06 2.06 -0.07 -0.37
Cl -6.573 2.064 -2.062 -0.38 0.14 -0.18 -0.28
C -5.058 1.513 -1.427 0.24 -0.09 0.09 0.39
C -5.048 0.700 -0.306 0.07 0.12 -0.17 -0.91
C -3.841 0.258 0.193 0.10 0.00 0.07 0.85
Cl -3.822 -0.711 1.627 -0.44 0.49 0.01 -0.18
C -2.589 0.588 -0.388 -0.27 0.41 -0.25 -0.95
O -1.440 0.222 0.032 -0.62 0.59 -0.27 1.51
C -2.688 1.452 -1.511 -0.31 -0.20 0.30 0.08
Cl -1.192 1.951 -2.192 0.17 0.24 -0.55 -0.03
C -3.876 1.906 -2.036 -0.17 -0.08 0.08 -0.76
H -5.973 0.435 0.184 -0.02 -0.07 0.03 0.47
H -3.880 2.557 -2.895 -0.02 0.05 -0.06 0.47
C 3.916 -1.041 1.732 -0.46 0.44 -0.32 -1.39
Si 3.342 0.787 1.556 0.96 -0.14 1.05 0.82
C 5.048 1.681 1.434 -0.75 -0.08 -0.31 -1.15
C 2.652 1.231 3.292 0.01 -0.06 -0.69 -0.91
Sb 1.363 1.192 -0.124 1.28 0.60 0.16 -1.67
Si 1.585 3.797 0.194 -0.32 1.36 0.36 0.75
C 0.285 4.234 1.538 0.34 -0.40 -0.41 -1.16
C 3.141 4.782 0.789 -0.26 -0.80 -0.23 -1.30
C 1.032 4.810 -1.343 0.15 -0.70 0.23 -1.08
Si 2.882 1.164 -2.248 0.72 -0.20 -1.14 0.73
C 3.351 -0.639 -2.715 -0.30 0.50 0.39 -1.12
C 4.572 2.096 -2.285 -0.66 -0.22 0.43 -1.11
C 1.964 1.848 -3.792 -0.01 -0.14 0.73 -1.18
H 4.776 -1.127 2.393 0.11 0.22 0.15 0.45
H 4.208 -1.457 0.772 0.06 -0.12 -0.21 0.30
H 3.129 -1.665 2.144 -0.19 -0.15 0.06 0.34
H 5.682 1.441 2.283 -0.06 -0.18 0.24 0.42
H 4.942 2.758 1.397 -0.03 0.29 -0.04 0.26
H 5.575 1.377 0.536 0.12 -0.08 -0.22 0.29
H 3.355 1.016 4.094 0.26 -0.09 0.00 0.40
H 1.750 0.660 3.490 -0.18 -0.12 0.04 0.12
H 2.390 2.284 3.357 -0.06 0.24 -0.01 0.24
H 0.566 3.821 2.503 0.04 -0.13 0.20 0.28
H -0.683 3.820 1.272 -0.23 -0.13 -0.04 0.28
H 0.162 5.307 1.663 0.11 0.22 -0.09 0.41
H 3.422 4.496 1.797 0.07 -0.08 0.22 0.33
H 2.943 5.852 0.794 -0.28 0.13 -0.07 0.43
H 4.000 4.616 0.147 0.20 -0.06 -0.14 0.31
H 0.242 4.299 -1.882 -0.18 -0.07 -0.14 0.27
H 1.855 4.964 -2.033 0.22 -0.01 -0.15 0.27
H 0.653 5.787 -1.055 0.01 0.13 0.24 0.42
H 3.822 -1.151 -1.881 0.11 -0.11 0.19 0.23
H 4.038 -0.679 -3.557 0.13 0.21 -0.16 0.50
H 2.467 -1.208 -2.983 -0.22 -0.14 -0.04 0.16
H 5.347 1.515 -1.797 0.13 -0.14 0.15 0.34
H 4.509 3.050 -1.773 0.01 0.26 0.12 0.19
H 4.899 2.288 -3.304 -0.12 -0.07 -0.25 0.40
H 0.922 1.547 -3.791 -0.22 -0.10 -0.06 0.29
H 2.406 1.497 -4.721 0.24 -0.14 -0.03 0.42
H 1.986 2.933 -3.804 0.00 0.27 0.04 0.29
N -6.670 -3.189 -1.306 -0.37 0.02 -0.26 -0.60
C -5.492 -3.291 -0.588 0.45 -0.13 0.16 1.03
C -4.257 -3.115 -1.217 -0.09 -0.02 0.05 -0.76
C -3.080 -3.252 -0.504 0.06 -0.05 0.04 -0.11
C -3.128 -3.573 0.841 0.48 -0.07 0.16 -0.59
C -4.341 -3.793 1.469 -0.03 -0.07 -0.04 -0.74
C -5.519 -3.646 0.762 0.14 -0.03 -0.07 -0.69
S -1.627 -3.758 1.797 -0.99 -2.00 1.58 1.58
O -0.529 -3.132 1.063 0.73 -1.41 -0.09 -0.21
O -1.449 -5.180 1.941 -0.05 -0.08 -0.11 -0.83
N -1.903 -3.188 3.262 -0.33 -1.64 -1.15 -0.87
C -1.580 -1.984 3.651 0.29 1.36 0.83 0.55
S -1.740 -1.581 5.374 0.18 0.23 -0.51 -0.27
C -1.176 0.026 5.006 -0.13 -0.14 0.22 -0.40
C -0.927 0.147 3.687 -0.14 0.00 0.36 -1.55
N -1.148 -0.970 2.946 0.36 -0.27 -0.22 0.55
H -6.618 -2.656 -2.161 -0.04 0.03 0.15 0.22
H -7.488 -2.984 -0.754 0.02 0.06 -0.10 0.21
H -4.225 -2.868 -2.269 0.00 0.07 -0.09 0.30
H -2.119 -3.103 -0.977 -0.07 -0.01 -0.06 0.65
H -4.334 -4.040 2.518 -0.13 -0.03 0.15 0.47
H -6.472 -3.795 1.247 -0.09 -0.03 0.10 0.30
H -1.092 0.761 5.778 0.05 0.27 0.15 0.47
H -0.606 1.037 3.174 0.09 0.21 0.01 0.87
C 1.189 -4.181 -2.198 0.03 0.23 0.16 -0.76
C 1.867 -3.709 -1.083 0.06 -0.16 -0.24 -0.64
C 1.505 -2.486 -0.555 -0.07 0.11 -0.19 0.01
N 0.534 -1.725 -1.054 0.44 -0.25 -0.36 1.57
C -0.090 -2.172 -2.140 -0.02 0.17 0.02 -1.12
C 0.190 -3.386 -2.743 0.14 -0.14 -0.04 -0.43
H 1.442 -5.137 -2.636 0.00 -0.04 -0.02 0.45
H 2.676 -4.271 -0.642 0.01 -0.08 0.09 0.50
H 2.003 -2.083 0.312 0.10 -0.03 0.18 -0.15
H -0.855 -1.513 -2.529 -0.16 0.06 -0.10 0.34
H -0.345 -3.699 -3.628 -0.09 0.01 -0.03 0.49
```
Positions in Å, forces in eV/Å.